(1)
{
  "formula": "C2H5N3O2",
  "method": "ωB97M-V/def2-TZVPD",
  "symbols": ["C", "C", "N", "N", "N", "O", "O", "H", "H", "H", "H", "H"],
  "coordinates": [[1.0134, -0.4631, 0.0146], [-1.0815, 0.4516, 0.0224], [-3.7553, 0.1153, -0.0369], [-0.3552, -0.5837, 0.1176], [1.6688, 0.6698, -0.0185], [-1.6114, 1.4532, 0.1127], [-2.9382, -0.7713, 0.0173], [1.4592, -1.4471, -0.0680], [-4.6497, -0.1348, -0.4417], [-0.8629, -1.5093, 0.2246], [2.7243, 0.7883, -0.2673], [1.0560, 1.4702, 0.2256]],
  "forces_ev_per_a": [[2.039, 0.051, -0.443], [-4.204, 2.555, 1.387], [2.310, 0.591, 0.348], [1.076, -1.847, 0.042], [-0.921, -1.220, 0.063], [1.342, -0.503, -0.704], [-1.230, 0.604, -0.562], [0.691, 0.134, -0.123], [-1.123, -1.222, -0.108], [0.874, 0.909, -0.191], [-2.217, -0.358, 0.753], [1.362, 0.306, -0.463]],
  "mulliken_charge": [0.167, 0.760, 0.018, -0.118, -0.224, -0.063, -0.250, 0.430, 0.299, 0.374, 0.358, 0.249],
  "charge": 2,
  "largest_force_ha_per_bohr": 0.0994,
  "e_homo_ha": -0.697,
  "gap_ev": 8.0,
  "de_lowest_kj_mol": 34.0,
  "spin_multiplicity": 1
}

(2)
{
  "formula": "C2H5N3O2S",
  "method": "ωB97M-V/def2-TZVPD",
  "symbols": ["C", "C", "H", "H", "H", "H", "H", "N", "N", "N", "O", "O", "S"],
  "coordinates": [[-0.2379, 0.4323, -0.1140], [0.4808, -0.9045, -0.1853], [1.8515, 2.6903, 0.7362], [2.3721, 1.1819, -0.2303], [-2.1709, 1.1437, 0.0356], [-2.6325, -1.4010, -0.0093], [0.4411, -2.7857, -0.2720], [1.5222, 1.9528, -0.1425], [0.2988, 1.5712, 0.0426], [-1.6424, 0.3306, -0.2892], [-2.0899, -0.7590, 0.6943], [-0.2809, -2.0466, -0.5224], [2.0878, -1.4060, 0.2563]],
  "forces_ev_per_a": [[0.639, -1.779, -0.628], [0.872, -3.070, 0.054], [-1.412, -2.544, -3.568], [-2.954, 1.853, 0.408], [0.660, -0.001, -0.094], [2.245, 2.406, 2.924], [-2.103, 1.926, -0.954], [5.995, 0.717, 3.038], [-2.171, 0.155, 0.555], [-0.503, -1.744, 1.751], [-2.240, -0.598, -4.023], [3.092, 0.779, 1.096], [-2.120, 1.899, -0.560]],
  "mulliken_charge": [0.366, 0.305, 0.296, 0.249, 0.322, 0.358, 0.313, -0.508, -0.241, -0.211, -0.489, -0.385, -0.374],
  "smiles": "N/N=C(/NO)C(O)=S",
  "charge": 0,
  "largest_force_ha_per_bohr": 0.1314,
  "e_homo_ha": -0.318,
  "gap_ev": 7.8,
  "de_lowest_kj_mol": 533.1,
  "spin_multiplicity": 1
}

(3)
{
  "formula": "C2H5N3O2S",
  "method": "ωB97M-V/def2-TZVPD",
  "symbols": ["C", "C", "N", "N", "N", "O", "O", "S", "H", "H", "H", "H", "H"],
  "coordinates": [[-0.8054, 0.4512, 1.9054], [0.6320, -1.4218, 0.9850], [-1.5585, 1.3710, 2.2574], [0.0752, -0.3071, 1.6284], [-1.7154, 2.6687, 1.9560], [-2.6147, 3.1780, 2.5394], [-1.0236, 3.1310, 1.0781], [-0.7643, 1.4032, -1.3519], [1.5244, -1.1220, 0.5756], [0.5935, -2.2966, 1.7156], [-0.1054, -1.5857, 0.1286], [-1.3961, 2.2616, -2.0409], [-0.3168, 2.4582, -0.7489]],
  "forces_ev_per_a": [[2.213, 0.885, -1.375], [-4.166, -1.852, -0.068], [-0.472, -2.838, 1.649], [-1.871, 2.095, 1.834], [0.247, -1.123, -1.255], [-0.834, 1.511, 0.640], [0.536, 1.123, 0.121], [0.692, -1.951, 0.231], [2.429, 0.056, -0.624], [0.621, 1.026, -1.279], [1.236, -0.563, 0.819], [-1.496, 1.031, -1.665], [0.866, 0.600, 0.973]],
  "mulliken_charge": [0.537, -0.635, -0.588, -0.175, 1.161, -0.565, -0.564, -0.304, 0.268, 0.285, 0.281, 0.139, 0.160],
  "smiles": "CN=C=N[N+](=O)[O-].S",
  "charge": 0,
  "largest_force_ha_per_bohr": 0.0887,
  "e_homo_ha": -0.356,
  "gap_ev": 9.7,
  "de_lowest_kj_mol": 587.3,
  "spin_multiplicity": 1
}

(4)
{
  "formula": "C2H5N3O3",
  "method": "ωB97M-V/def2-TZVPD",
  "symbols": ["C", "C", "H", "H", "H", "H", "H", "N", "N", "N", "O", "O", "O"],
  "coordinates": [[-0.3397, -0.1341, 0.0590], [0.9974, -0.8319, 0.1049], [-2.5243, 0.4111, -0.7646], [-3.2978, -0.8170, -0.4570], [-1.0035, 1.3880, 0.9553], [0.3341, 2.8737, -0.5325], [1.7515, 0.8996, -0.1738], [-2.5832, -0.1872, -0.0033], [-1.3633, -0.8811, 0.1224], [-0.4573, 1.2905, -0.0456], [0.7293, 1.9568, 0.0763], [2.1442, 0.0320, -0.0893], [1.0790, -2.0532, -0.0526]],
  "forces_ev_per_a": [[0.729, -0.380, 0.228], [2.596, -1.979, -2.773], [0.724, 2.475, -1.444], [1.009, -0.064, 1.592], [1.139, 0.604, -2.875], [2.797, -3.694, 2.754], [0.377, 0.847, -0.036], [-1.186, -2.386, 0.135], [-0.586, 0.288, -0.502], [-3.940, -2.199, 3.730], [-1.654, 6.560, -2.961], [-2.090, -3.656, 0.860], [0.085, 3.582, 1.292]],
  "mulliken_charge": [0.388, 0.553, 0.206, 0.295, 0.325, 0.425, 0.481, -0.589, -0.225, -0.316, -0.479, -0.573, -0.493],
  "smiles": "N/N=C(\\NO)C(=O)O",
  "charge": 0,
  "largest_force_ha_per_bohr": 0.1436,
  "e_homo_ha": -0.354,
  "gap_ev": 9.5,
  "de_lowest_kj_mol": 427.1,
  "spin_multiplicity": 1
}

(5)
{
  "formula": "C2H5N3O3",
  "method": "ωB97M-V/def2-TZVPD",
  "symbols": ["N", "C", "C", "N", "N", "O", "O", "O", "H", "H", "H", "H", "H"],
  "coordinates": [[0.3388, 0.1221, 0.1324], [-0.2407, 0.7364, -0.9914], [-0.6896, -0.0228, 1.2232], [-0.8665, -1.3095, 1.6054], [0.6388, 1.2307, -1.8853], [1.2130, -0.9469, -0.1923], [-1.4551, 0.8129, -1.0431], [-1.0595, 0.9516, 1.8100], [2.0244, -0.7887, 0.3098], [-1.2912, -1.4769, 2.5009], [-0.5199, -2.0551, 1.0275], [1.6263, 1.0822, -1.7795], [0.2813, 1.6640, -2.7178]],
  "forces_ev_per_a": [[-0.468, 0.217, 0.968], [-0.829, -0.122, -0.047], [2.061, -0.754, 0.276], [-0.043, 0.276, -0.323], [0.008, 0.004, -0.219], [-0.542, -0.011, 0.151], [0.583, 0.403, -0.528], [-0.340, 0.019, -0.328], [-0.212, 0.173, 0.061], [-0.108, -0.105, -0.172], [-0.025, -0.039, 0.159], [-0.102, 0.039, 0.001], [0.016, -0.099, 0.001]],
  "mulliken_charge": [0.036, 0.501, 0.468, -0.335, -0.334, -0.461, -0.587, -0.549, 0.359, 0.238, 0.226, 0.203, 0.235],
  "smiles": "NC(=O)N(O)C(N)=O",
  "charge": 0,
  "largest_force_ha_per_bohr": 0.0430,
  "e_homo_ha": -0.363,
  "gap_ev": 10.3,
  "de_lowest_kj_mol": 36.8,
  "spin_multiplicity": 1
}

(6)
{
  "formula": "C2H5N3OS",
  "method": "ωB97M-V/def2-TZVPD",
  "symbols": ["C", "C", "H", "H", "H", "H", "H", "N", "N", "N", "O", "S"],
  "coordinates": [[0.0750, 0.6140, -0.7762], [-0.6716, -0.6597, -1.2675], [-0.2287, 2.6011, 0.8920], [1.0568, 1.6090, 1.9700], [-1.3906, 0.1505, 0.7393], [-1.1036, -0.4770, -2.2267], [0.9809, -3.5806, 0.3538], [-0.0131, 1.6791, 1.5752], [-0.1969, 0.6326, 0.6090], [-0.1975, -1.8378, -0.8500], [0.6660, 1.4251, -1.4780], [1.0232, -2.1563, 0.4590]],
  "forces_ev_per_a": [[-1.446, 0.847, 0.672], [5.262, -1.780, 2.001], [1.579, -2.485, 2.922], [-3.376, 0.632, -1.733], [5.056, 1.745, -0.370], [-0.985, -0.873, -0.504], [-0.174, 1.904, -0.234], [1.865, 2.053, -2.750], [-4.299, -1.639, 0.871], [-1.092, 1.408, -0.727], [-0.611, -1.380, 1.368], [-1.780, -0.433, -1.517]],
  "mulliken_charge": [0.587, -0.195, 0.286, 0.273, 0.332, 0.349, 0.190, -0.635, -0.194, -0.316, -0.583, -0.093],
  "charge": 0,
  "largest_force_ha_per_bohr": 0.1148,
  "e_homo_ha": -0.346,
  "gap_ev": 9.6,
  "de_lowest_kj_mol": 527.6,
  "spin_multiplicity": 1
}

(7)
{
  "formula": "C2H5N3OS",
  "method": "ωB97M-V/def2-TZVPD",
  "symbols": ["C", "C", "H", "H", "H", "H", "H", "N", "N", "N", "O", "S"],
  "coordinates": [[-0.8198, 0.2457, -0.1730], [1.3497, 1.0806, -0.0090], [-3.6712, -0.5265, 0.5565], [-2.4687, -1.5287, -0.0234], [-0.3757, -0.6544, -0.5792], [1.8900, 1.9923, -0.0229], [3.6004, -1.4893, 0.2419], [-2.9037, -0.6033, -0.1009], [-2.0267, 0.4292, 0.1570], [1.8497, -0.0873, 0.0042], [0.0250, 1.3203, -0.0463], [3.5510, -0.1787, -0.0049]],
  "forces_ev_per_a": [[-0.799, 0.226, 0.238], [-0.059, -1.486, -0.163], [0.116, -0.078, -0.160], [-0.219, 0.320, -0.041], [-0.007, -0.127, -0.052], [0.508, 0.913, 0.056], [-0.016, -0.056, 0.010], [-0.102, -0.460, 0.224], [0.908, 0.016, -0.243], [-0.342, 0.598, 0.082], [0.008, 0.062, 0.071], [0.004, 0.072, -0.023]],
  "mulliken_charge": [-0.026, 0.148, 0.261, 0.244, 0.370, 0.421, 0.149, -0.488, -0.156, -0.420, -0.345, -0.159],
  "smiles": "N/N=C/O/C=N/S",
  "charge": 0,
  "largest_force_ha_per_bohr": 0.0291,
  "e_homo_ha": -0.315,
  "gap_ev": 9.4,
  "de_lowest_kj_mol": 299.5,
  "spin_multiplicity": 1
}

(8)
{
  "formula": "C2H5N3OS",
  "method": "ωB97M-V/def2-TZVPD",
  "symbols": ["C", "C", "H", "H", "H", "H", "H", "N", "N", "N", "O", "S"],
  "coordinates": [[-0.0254, 0.6154, -0.1106], [-1.0616, -0.4565, -0.1029], [1.3918, -1.6327, 0.2167], [2.7825, -0.7543, 0.3514], [0.3367, 2.5313, -0.0241], [-1.3770, 2.1491, 0.1886], [-1.4202, -2.2374, -0.0568], [1.8519, -0.7679, -0.0942], [1.2594, 0.4689, 0.0233], [-0.4689, 1.9314, -0.2000], [-0.5891, -1.6928, -0.1945], [-2.6802, -0.1545, 0.0030]],
  "forces_ev_per_a": [[0.587, -0.120, 0.443], [-0.342, 1.142, -0.288], [-0.355, 0.920, -0.275], [-0.784, 0.408, -0.543], [-0.806, 0.182, 0.067], [0.342, 0.040, 0.065], [1.205, 0.325, -0.346], [1.379, -0.486, 0.760], [-1.021, -1.084, -0.188], [0.544, -0.284, -0.217], [-1.401, -0.929, 0.452], [0.653, -0.114, 0.070]],
  "mulliken_charge": [0.291, 0.485, 0.250, 0.248, 0.276, 0.199, 0.349, -0.437, -0.376, -0.463, -0.469, -0.352],
  "smiles": "N/N=C(/N)C(O)=S",
  "charge": 0,
  "largest_force_ha_per_bohr": 0.0338,
  "e_homo_ha": -0.299,
  "gap_ev": 7.7,
  "de_lowest_kj_mol": 203.8,
  "spin_multiplicity": 1
}

(9)
{
  "formula": "C2H5N3OS",
  "method": "ωB97M-V/def2-TZVPD",
  "symbols": ["C", "C", "H", "H", "H", "H", "H", "N", "N", "N", "O", "S"],
  "coordinates": [[1.0175, 0.6838, -0.0736], [-0.8645, -0.9202, -0.1168], [-0.8665, 1.7454, 0.2432], [0.4620, 2.5373, -0.3408], [2.6848, -0.0647, -0.6297], [1.7508, -1.5514, 1.0654], [-0.9994, -2.0985, 0.0012], [0.2012, 1.7173, 0.4561], [2.2203, 0.8305, -0.2830], [0.3537, -0.6106, -0.1356], [1.3623, -1.7426, 0.1887], [-2.1422, 0.0770, -0.0605]],
  "forces_ev_per_a": [[-3.027, -0.316, 1.239], [-3.655, -4.141, 1.116], [2.374, -1.374, 0.659], [-0.371, -2.118, 3.290], [-0.911, 1.572, 0.662], [-0.575, 0.457, -0.262], [0.231, 2.484, -0.406], [-0.155, 3.858, -4.540], [2.788, -1.250, -1.282], [6.919, -0.573, 1.209], [-1.995, 1.522, -1.141], [-1.624, -0.121, -0.541]],
  "mulliken_charge": [0.233, 0.160, 0.278, 0.328, 0.309, 0.357, 0.246, -0.562, -0.580, 0.135, -0.461, -0.444],
  "smiles": "[H]/N=C(/N)N(O)C=S",
  "charge": 0,
  "largest_force_ha_per_bohr": 0.1370,
  "e_homo_ha": -0.324,
  "gap_ev": 8.9,
  "de_lowest_kj_mol": 434.0,
  "spin_multiplicity": 1
}

(10)
{
  "formula": "C2H5N3OS",
  "method": "ωB97M-V/def2-TZVPD",
  "symbols": ["C", "C", "H", "H", "H", "H", "H", "N", "N", "N", "O", "S"],
  "coordinates": [[1.0615, -0.2911, 0.0619], [-1.5983, -0.0950, -0.1147], [1.5104, -2.3301, 0.1322], [2.8653, -1.2418, 0.0835], [0.5062, 1.2984, 1.1955], [-2.2771, 1.6444, -0.6208], [-0.5425, 1.8340, -0.8056], [2.0048, -1.2855, -0.3589], [1.2835, 0.8794, 0.6498], [-1.3979, 1.2191, -0.4140], [-0.3607, -0.7783, -0.0266], [-3.0552, -0.8535, 0.2178]],
  "forces_ev_per_a": [[-1.863, 3.340, 2.891], [2.883, 0.263, 0.259], [1.803, 4.084, -2.340], [1.909, 0.896, 1.154], [0.281, -0.643, -1.222], [-0.414, 0.506, -0.002], [-2.250, -2.919, 1.386], [-6.148, -3.303, 1.207], [0.461, -3.668, -1.419], [0.703, 1.660, -1.229], [0.937, -1.015, -0.205], [1.698, 0.799, -0.480]],
  "mulliken_charge": [0.539, 0.295, 0.343, 0.320, 0.324, 0.217, 0.307, -0.542, -0.712, -0.441, -0.354, -0.297],
  "smiles": "[H]/N=C(/N)OC(N)=S",
  "charge": 0,
  "largest_force_ha_per_bohr": 0.1377,
  "e_homo_ha": -0.328,
  "gap_ev": 9.2,
  "de_lowest_kj_mol": 303.9,
  "spin_multiplicity": 1
}

Please write out number 8 again, unchanged.
{
  "formula": "C2H5N3OS",
  "method": "ωB97M-V/def2-TZVPD",
  "symbols": ["C", "C", "H", "H", "H", "H", "H", "N", "N", "N", "O", "S"],
  "coordinates": [[-0.0254, 0.6154, -0.1106], [-1.0616, -0.4565, -0.1029], [1.3918, -1.6327, 0.2167], [2.7825, -0.7543, 0.3514], [0.3367, 2.5313, -0.0241], [-1.3770, 2.1491, 0.1886], [-1.4202, -2.2374, -0.0568], [1.8519, -0.7679, -0.0942], [1.2594, 0.4689, 0.0233], [-0.4689, 1.9314, -0.2000], [-0.5891, -1.6928, -0.1945], [-2.6802, -0.1545, 0.0030]],
  "forces_ev_per_a": [[0.587, -0.120, 0.443], [-0.342, 1.142, -0.288], [-0.355, 0.920, -0.275], [-0.784, 0.408, -0.543], [-0.806, 0.182, 0.067], [0.342, 0.040, 0.065], [1.205, 0.325, -0.346], [1.379, -0.486, 0.760], [-1.021, -1.084, -0.188], [0.544, -0.284, -0.217], [-1.401, -0.929, 0.452], [0.653, -0.114, 0.070]],
  "mulliken_charge": [0.291, 0.485, 0.250, 0.248, 0.276, 0.199, 0.349, -0.437, -0.376, -0.463, -0.469, -0.352],
  "smiles": "N/N=C(/N)C(O)=S",
  "charge": 0,
  "largest_force_ha_per_bohr": 0.0338,
  "e_homo_ha": -0.299,
  "gap_ev": 7.7,
  "de_lowest_kj_mol": 203.8,
  "spin_multiplicity": 1
}